[1]
{
  "formula": "C24H30N7O2Sc",
  "method": "the ωB97M-V functional and the def2-TZVPD basis",
  "species": ["Sc", "O", "C", "C", "C", "C", "C", "C", "C", "N", "N", "C", "O", "C", "C", "C", "C", "C", "C", "H", "H", "H", "H", "H", "H", "H", "H", "H", "H", "C", "N", "C", "C", "N", "N", "C", "N", "N", "H", "H", "H", "H", "H", "H", "H", "H", "H", "H", "H", "C", "C", "C", "C", "C", "C", "H", "H", "H", "H", "H", "H", "H", "H", "H"],
  "coordinates": [[0.26360, -0.09289, -0.21501], [1.97091, 0.90538, 0.03702], [2.81656, 1.24165, 0.96691], [3.80422, 2.21462, 0.70709], [4.69462, 2.61740, 1.67657], [4.64663, 2.07086, 2.96158], [3.69693, 1.11518, 3.24072], [2.77275, 0.68451, 2.27770], [1.83582, -0.35639, 2.63764], [0.90153, -0.77907, 1.86923], [0.12805, -1.80593, 2.38658], [-0.79898, -2.15334, 1.53662], [-0.99040, -1.58719, 0.38945], [-1.66739, -3.29813, 1.91022], [-2.40861, -3.92318, 0.90984], [-3.22561, -4.99989, 1.21323], [-3.31854, -5.45203, 2.52187], [-2.58322, -4.82886, 3.52175], [-1.75701, -3.75873, 3.22035], [3.83788, 2.63262, -0.29136], [5.44700, 3.35890, 1.43705], [5.35214, 2.38520, 3.71881], [3.64518, 0.66938, 4.22865], [1.93141, -0.80958, 3.62427], [-2.32026, -3.55049, -0.10195], [-3.79043, -5.48661, 0.42801], [-3.96292, -6.28829, 2.76238], [-2.65612, -5.18506, 4.54177], [-1.17051, -3.27513, 3.98956], [-1.36914, 5.30870, 1.30575], [-0.94857, 4.01913, 1.83596], [0.19002, 4.07108, 2.74195], [-1.12027, 2.86075, 1.11452], [-0.38354, 1.82320, 1.19409], [-2.22688, 2.87835, 0.26895], [-2.61040, 1.87404, -0.60443], [-3.90895, 2.00803, -1.03279], [-1.82408, 0.93721, -0.95720], [-1.24470, 6.05527, 2.08558], [-2.42103, 5.32464, 1.02456], [-0.77485, 5.61465, 0.43801], [0.07244, 4.93303, 3.39385], [1.14407, 4.15601, 2.20959], [0.21428, 3.18355, 3.37214], [0.41512, 1.95682, 1.80007], [-2.94231, 3.53801, 0.51055], [-4.36557, 2.90146, -0.99083], [-4.19785, 1.41390, -1.78862], [-2.24059, 0.29472, -1.62128], [2.36028, -2.02093, -4.95990], [0.85971, -1.75528, -4.77173], [0.38843, -0.73319, -5.81558], [0.07726, -3.06367, -4.94519], [0.63379, -1.21888, -3.41976], [0.47016, -0.76791, -2.29985], [2.55388, -2.42521, -5.95670], [2.71795, -2.73367, -4.21637], [2.92453, -1.09553, -4.84004], [0.56491, -1.11536, -6.82405], [0.92797, 0.20693, -5.69629], [-0.67737, -0.53179, -5.69888], [0.25584, -3.48372, -5.93822], [-0.99257, -2.88496, -4.82880], [0.38280, -3.79423, -4.19564]],
  "lowdin_charge": [0.9841, -0.1882, -0.3550, -0.0169, -0.0923, -0.1095, -0.0578, -0.1576, -0.0680, -0.0594, 0.0737, -0.4412, -0.1587, -0.1465, -0.0232, -0.0846, -0.0967, -0.0881, -0.0328, 0.1142, 0.1008, 0.0948, 0.1088, 0.1289, 0.1135, 0.0997, 0.0979, 0.0989, 0.1051, -0.0482, -0.1541, -0.0442, -0.3958, 0.1445, 0.1466, -0.4776, 0.1508, 0.1066, 0.0872, 0.0742, 0.1013, 0.0882, 0.1039, 0.0958, 0.0379, 0.1226, 0.0966, 0.1057, 0.0755, -0.0613, -0.6471, -0.0650, -0.0630, -0.1717, -0.0864, 0.0796, 0.0843, 0.0838, 0.0795, 0.0824, 0.0794, 0.0795, 0.0805, 0.0840],
  "homo_lumo_gap_ev": 7.36,
  "homo_energy_ev": -7.38,
  "molar_mass_g_mol": 493.5
}

=====

[2]
{
  "formula": "CCl2FNOS",
  "method": "the ωB97M-V functional and the def2-TZVPD basis",
  "species": ["C", "N", "O", "F", "S", "Cl", "Cl"],
  "coordinates": [[1.21691, -1.16313, 0.43821], [1.04943, -0.07478, -0.03426], [1.49513, -2.18130, 0.91131], [0.31786, 2.04116, -1.17835], [-0.75012, 0.80965, -0.71472], [-1.37465, 1.48912, 0.98328], [-1.95456, -0.92072, -0.40547]],
  "lowdin_charge": [-0.4824, -0.0077, 0.1861, -0.4811, 0.4005, 0.3321, 0.0526],
  "homo_lumo_gap_ev": 8.02,
  "homo_energy_ev": -10.91,
  "molar_mass_g_mol": 164.0
}

=====

[3]
{
  "formula": "C4H9MgO4Y",
  "method": "the ωB97M-V functional and the def2-TZVPD basis",
  "species": ["O", "Y", "O", "C", "O", "C", "C", "O", "C", "Mg", "H", "H", "H", "H", "H", "H", "H", "H", "H"],
  "coordinates": [[-3.08188, 1.04440, -0.04320], [-2.91158, 3.20494, -0.14422], [-0.69382, 2.37573, -0.48100], [0.54114, 2.39728, 0.08072], [0.77559, 1.06028, 0.60938], [1.52665, 0.16511, -0.20861], [1.05090, -1.22917, 0.11594], [-0.36052, -1.27145, -0.10335], [-0.94648, -2.55690, 0.06623], [-1.29824, 0.52113, 0.19780], [0.61212, 3.10864, 0.92020], [1.33834, 2.59703, -0.65754], [2.60133, 0.25033, 0.00347], [1.36213, 0.40175, -1.30366], [1.24786, -1.47842, 1.17009], [1.54529, -1.96181, -0.53733], [-1.98604, -2.49197, -0.27184], [-0.40487, -3.29472, -0.54050], [-0.91793, -2.84220, 1.12743]],
  "lowdin_charge": [-0.7997, 1.3876, -0.4276, -0.3370, -0.1711, -0.1576, -0.1523, -0.2695, -0.0314, 0.7256, 0.1367, 0.1412, 0.1489, 0.1647, 0.1520, 0.1510, 0.1135, 0.1117, 0.1131],
  "homo_lumo_gap_ev": [6.46, 8.95],
  "s2": 0.751,
  "homo_energy_ev": [-9.63, -12.80],
  "charge": 1,
  "molar_mass_g_mol": 234.3,
  "spin_multiplicity": 2
}

=====

[4]
{
  "formula": "C13H17IrN2O4SSe3Te",
  "method": "the ωB97M-V functional and the def2-TZVPD basis",
  "species": ["Ir", "Se", "Se", "Te", "Se", "O", "N", "O", "O", "S", "C", "N", "C", "C", "C", "C", "C", "C", "C", "C", "C", "C", "C", "C", "O", "H", "H", "H", "H", "H", "H", "H", "H", "H", "H", "H", "H", "H", "H", "H", "H", "H"],
  "coordinates": [[1.40305, 0.14536, -1.45505], [3.11843, -0.97859, -0.20287], [4.61698, -2.17202, -1.50016], [2.99701, -3.06290, -3.14715], [1.70990, -0.99065, -3.52538], [3.17645, 1.51172, -1.68853], [2.96176, 2.24372, -2.75476], [3.77655, 3.09056, -3.08375], [1.90922, 1.99568, -3.35688], [-2.51921, 2.72945, -1.72013], [-1.23135, 1.74871, -1.82599], [-0.30440, 1.03965, -1.92086], [1.39848, 1.16518, 2.77315], [0.25812, 1.86368, 2.02861], [0.78682, 2.78695, 0.92851], [-0.83821, 0.90424, 1.57420], [-2.12248, 1.16002, 2.05072], [-3.18922, 0.33112, 1.76068], [-2.96281, -0.81148, 1.01503], [-1.70392, -1.11860, 0.51305], [-1.56088, -2.44416, -0.23077], [-0.45834, -3.34204, 0.34624], [-1.39846, -2.29160, -1.74292], [-0.64672, -0.21953, 0.74870], [0.58319, -0.51332, 0.21289], [2.05190, 1.90645, 3.24329], [2.00015, 0.55816, 2.10238], [1.00726, 0.51000, 3.55606], [-0.23422, 2.51314, 2.75718], [1.21256, 2.23316, 0.09833], [1.58431, 3.42898, 1.31387], [-0.00825, 3.41679, 0.52538], [-2.27858, 2.04023, 2.66586], [-4.18431, 0.56918, 2.11739], [-3.78266, -1.49240, 0.80951], [-2.51062, -2.96071, -0.06598], [0.52905, -2.93128, 0.14090], [-0.51780, -4.33849, -0.10210], [-0.56451, -3.44836, 1.42887], [-0.47258, -1.78657, -1.99015], [-2.21803, -1.71336, -2.17563], [-1.37360, -3.27609, -2.22176]],
  "lowdin_charge": [0.8750, 0.1446, -0.1462, 0.3097, 0.0912, -0.2646, -0.5532, 0.0451, -0.1155, 0.5063, -0.9219, -0.1335, -0.0599, -0.3614, -0.0528, -0.1321, -0.0502, -0.0909, -0.0460, -0.1305, -0.3616, -0.0591, -0.0750, -0.2542, -0.4425, 0.0771, 0.0339, 0.0831, 0.1177, 0.0276, 0.0831, 0.0776, 0.1082, 0.0965, 0.1068, 0.1176, 0.0513, 0.0753, 0.0824, -0.0262, 0.0870, 0.0798],
  "homo_lumo_gap_ev": [5.87, 5.12],
  "s2": 0.804,
  "homo_energy_ev": [-5.07, -5.02],
  "charge": -1,
  "molar_mass_g_mol": 854.1,
  "spin_multiplicity": 2
}

=====

[5]
{
  "formula": "C5H12SSi",
  "method": "the ωB97M-V functional and the def2-TZVPD basis",
  "species": ["C", "C", "C", "C", "C", "Si", "S", "H", "H", "H", "H", "H", "H", "H", "H", "H", "H", "H", "H"],
  "coordinates": [[0.17113, -1.69260, -0.74458], [-2.54094, -0.97778, 0.19722], [-0.91357, 0.71548, 0.74297], [0.78847, 1.22235, -1.61428], [2.14433, 0.21158, 1.17040], [0.68987, 0.00811, -0.14321], [-2.43382, 0.70277, -0.08961], [0.17057, -2.55971, -0.04393], [-0.43830, -1.88464, -1.63220], [-3.39948, -1.59792, -0.19316], [-2.03582, -1.21649, 1.08157], [-1.06008, 0.33229, 1.70334], [-0.55329, 1.76521, 0.86505], [1.11694, 0.69691, -2.40777], [-0.20172, 1.53309, -1.60778], [1.34984, 2.20010, -1.57618], [1.73576, 0.75488, 2.08175], [2.36099, -0.81733, 1.41069], [3.04912, 0.60372, 0.79970]],
  "lowdin_charge": [-0.0834, -0.3868, -0.6639, -0.1708, -0.1676, 0.5394, 0.8139, 0.0042, -0.0067, 0.0386, -0.0269, 0.0092, 0.0551, -0.0270, -0.0328, 0.0627, 0.0488, -0.0006, -0.0055],
  "homo_lumo_gap_ev": [8.86, 7.01],
  "homo_energy_ev": [-8.52, -7.23],
  "molar_mass_g_mol": 132.3
}

=====

[6]
{
  "formula": "C7H17N2",
  "method": "the ωB97M-V functional and the def2-TZVPD basis",
  "species": ["C", "C", "C", "C", "C", "C", "C", "N", "N", "H", "H", "H", "H", "H", "H", "H", "H", "H", "H", "H", "H", "H", "H", "H", "H", "H"],
  "coordinates": [[0.80088, -0.81393, -0.43918], [-0.59886, -0.46271, -0.97135], [1.41850, 0.32941, 0.40106], [-1.75244, -0.64022, -0.06181], [-2.40143, 1.75633, 0.30215], [3.79592, 0.17614, -0.23082], [-2.86472, 0.33552, -0.05899], [-1.81924, -1.68059, 0.72088], [2.78161, 0.11560, 0.79577], [0.79322, -1.73267, 0.15172], [1.45046, -0.98745, -1.29777], [-0.58706, 0.55690, -1.35687], [-0.79793, -1.12061, -1.82624], [1.39003, 1.25360, -0.18243], [0.82358, 0.47877, 1.30831], [-1.84078, 2.21535, -0.50580], [-1.78604, 1.74685, 1.19741], [-3.27465, 2.37208, 0.49521], [3.64047, 1.07135, -0.83028], [4.76678, 0.24962, 0.25504], [3.81156, -0.69618, -0.89628], [-3.30448, 0.36477, -1.06036], [-3.63984, 0.01931, 0.64106], [-1.08340, -2.37615, 0.74314], [-2.62400, -1.83708, 1.31527], [2.90185, -0.69401, 1.39118]],
  "lowdin_charge": [-0.1599, -0.1101, -0.2480, -0.2165, -0.0530, -0.1242, -0.1539, 0.2738, -0.1359, 0.1045, 0.1166, 0.1254, 0.1547, 0.1226, 0.1169, 0.0805, 0.0861, 0.0906, 0.0849, 0.0845, 0.0741, 0.1480, 0.1246, 0.1457, 0.1560, 0.1119],
  "homo_lumo_gap_ev": 7.31,
  "homo_energy_ev": -11.64,
  "smiles": "CCC(=[NH2+])CCCNC",
  "charge": 1,
  "molar_mass_g_mol": 129.2
}